[1]
Entry from the OMol25 dataset: a 2-piece molecular cluster, C9H19N overall (wB97M-V/def2-TZVPD).

Properties
E_HOMO ... -8.74 eV
Orbital gap ... 9.7177 eV
SMILES string ... CC=C(C)C.CN=C(C)C
Calculated total energy ... -11130.52896 eV
Energy above the lowest of the compared OMol25 structures with the same formula, charge and spin ... 0.448 eV

The geometry in ORCA input format:
```
! RIJCOSX wB97M-V def2-TZVPD def2/J DEFGRID3
* xyz 0 1
C -2.644 -1.167 -0.018
C -1.287 -1.667 -0.406
C -0.238 -1.674 0.408
C -0.316 -1.123 1.803
C 1.089 -2.233 -0.009
H -2.582 -0.179 0.451
H -3.298 -1.107 -0.883
H -3.091 -1.849 0.705
H -1.191 -2.077 -1.402
H -0.593 -0.069 1.773
H -1.071 -1.650 2.382
H 0.639 -1.216 2.312
H 1.067 -2.583 -1.039
H 1.362 -3.075 0.641
H 1.868 -1.488 0.093
C -1.177 1.950 -1.035
N -0.247 1.937 0.059
C 0.969 1.658 -0.126
C 1.892 1.696 1.051
C 1.587 1.297 -1.451
H -1.192 1.001 -1.576
H -2.170 2.139 -0.627
H -0.934 2.738 -1.748
H 2.662 2.449 0.885
H 1.336 1.941 1.951
H 2.387 0.735 1.178
H 2.651 1.118 -1.359
H 1.418 2.099 -2.173
H 1.105 0.399 -1.841
*
```



[2]
Entry from the OMol25 dataset: a 2-piece molecular cluster, C3H6ClN overall in a non-equilibrium geometry (wB97M-V/def2-TZVPD).

Properties
E_HOMO ... -8.90 eV
Orbital gap ... 9.6826 eV
SMILES string ... C=C=NC.Cl
Calculated total energy ... -17218.99842 eV
Energy above the lowest of the compared OMol25 structures with the same formula, charge and spin ... 1.093 eV

The geometry in ORCA input format:
```
! RIJCOSX wB97M-V def2-TZVPD def2/J DEFGRID3
* xyz 0 1
C 1.018 1.975 0.185
C 0.656 0.760 -0.068
N -0.006 -0.216 -0.280
C 0.254 -1.583 0.012
H 1.526 2.550 -0.595
H 1.049 2.370 1.254
H 0.689 -1.678 1.017
H 0.783 -2.003 -0.755
H -0.752 -2.094 0.015
Cl -3.135 -0.384 -0.513
H -2.083 0.304 -0.274
*
```



[3]
Entry from the OMol25 dataset: a 3-piece molecular cluster, C3H13NO3 overall in a non-equilibrium geometry (wB97M-V/def2-TZVPD).

Properties
E_HOMO ... -10.14 eV
Orbital gap ... 10.8881 eV
SMILES string ... C[C@@H](N)CO.O.O
Calculated total energy ... -10954.31239 eV
Energy above the lowest of the compared OMol25 structures with the same formula, charge and spin ... 0.459 eV

The geometry in ORCA input format:
```
! RIJCOSX wB97M-V def2-TZVPD def2/J DEFGRID3
* xyz 0 1
C -2.103 -0.873 -1.745
C -1.628 -0.180 -0.457
N -2.475 -0.493 0.758
C -0.192 -0.539 -0.086
O 0.132 0.055 1.177
H -1.904 -0.350 -2.673
H -3.132 -1.228 -1.685
H -1.532 -1.813 -1.755
H -1.703 0.903 -0.546
H -3.178 0.228 0.811
H -2.898 -1.391 0.545
H 0.509 -0.078 -0.783
H -0.122 -1.631 -0.088
H -0.644 -0.224 1.708
O 3.402 -0.429 -0.234
H 3.005 0.397 0.018
H 3.883 -0.617 0.575
O 2.092 2.167 0.452
H 1.290 1.788 0.786
H 1.819 3.054 0.171
*
```



[4]
Entry from the OMol25 dataset: C16H19N10O4STi as an isolated structure in a non-equilibrium geometry (wB97M-V/def2-TZVPD).

Properties
E_HOMO (alpha / beta) ... -10.17 / -11.74 eV
Orbital gap (alpha / beta) ... 7.1162 / 8.6826 eV
Calculated total energy ... -73936.58840 eV
Energy above the lowest of the compared OMol25 structures with the same formula, charge and spin ... 0.395 eV

The geometry in ORCA input format:
```
! RIJCOSX wB97M-V def2-TZVPD def2/J DEFGRID3
* xyz 1 3
Ti 1.053 0.812 -0.178
O -1.684 0.896 2.709
C -0.676 1.093 2.074
N 0.207 0.181 1.522
C 0.476 -1.143 1.826
O -0.224 -1.966 2.358
C 1.921 -1.424 1.397
C 2.591 -2.555 1.794
C 3.922 -2.692 1.432
C 4.526 -1.696 0.689
C 3.782 -0.588 0.322
N 2.504 -0.444 0.682
C -0.151 2.507 1.823
C -0.625 3.589 2.513
C -0.025 4.827 2.294
C 1.015 4.925 1.396
C 1.430 3.781 0.726
N 0.865 2.595 0.940
H 2.064 -3.294 2.383
H 4.483 -3.568 1.733
H 5.563 -1.762 0.392
H 4.203 0.211 -0.271
H -1.438 3.449 3.213
H -0.373 5.703 2.826
H 1.513 5.865 1.204
H 2.225 3.805 -0.007
N 0.124 -2.621 -0.896
N -0.256 -2.217 -2.171
C 0.266 -1.090 -2.714
N -0.093 -0.792 -3.968
N 1.125 -0.409 -1.987
N 1.342 0.952 -2.330
O 0.837 1.591 -3.276
O 2.310 1.506 -1.490
H 0.784 -3.388 -0.931
H -0.686 -2.866 -0.343
H -0.659 -2.886 -2.810
H -0.842 -1.303 -4.402
H 0.095 0.158 -4.269
S -1.463 1.242 -1.047
C -2.606 0.005 -0.717
N -2.738 -0.807 0.327
C -3.991 -1.562 0.310
C -4.551 -1.249 -1.092
N -3.582 -0.272 -1.601
H -2.214 -0.676 1.182
H -4.645 -1.210 1.105
H -3.811 -2.624 0.460
H -5.552 -0.826 -1.053
H -4.573 -2.133 -1.726
H -3.766 0.372 -2.351
*
```



[5]
Entry from the OMol25 dataset: C22H50P2RuSi2 as an isolated structure in a non-equilibrium geometry (wB97M-V/def2-TZVPD).

Properties
E_HOMO (alpha / beta) ... -11.11 / -11.77 eV
Orbital gap (alpha / beta) ... 5.8592 / 5.0348 eV
Calculated total energy ... -60518.86974 eV
Energy above the lowest of the compared OMol25 structures with the same formula, charge and spin ... 3.508 eV

The geometry in ORCA input format:
```
! RIJCOSX wB97M-V def2-TZVPD def2/J DEFGRID3
* xyz 2 5
P -0.261 -1.762 -5.006
P 0.122 2.251 -4.938
C -0.494 -0.410 -6.226
C 0.335 0.899 -6.248
H -1.569 -0.186 -6.286
H -0.260 -0.924 -7.169
H 1.406 0.664 -6.375
H 0.049 1.429 -7.176
C -1.359 3.096 -5.565
H -1.677 3.906 -4.895
H -2.194 2.399 -5.704
H -1.093 3.527 -6.537
C 1.395 3.417 -5.514
H 1.044 3.812 -6.479
H 2.354 2.913 -5.673
H 1.541 4.264 -4.832
C -1.519 -3.014 -5.256
H -1.455 -3.766 -4.462
H -1.342 -3.504 -6.221
H -2.522 -2.576 -5.263
C 1.340 -2.523 -5.350
H 2.116 -1.758 -5.474
H 1.261 -3.131 -6.258
H 1.617 -3.157 -4.496
Ru -0.738 -0.379 1.157
C 0.211 2.266 -2.981
C -1.189 2.020 -2.820
C -1.778 0.786 -3.336
C -1.346 -0.498 -2.599
C -0.169 -1.333 -3.290
C 1.240 -0.940 -3.026
C 1.834 0.300 -3.443
C 1.465 1.514 -2.538
C 0.418 -2.138 1.032
H 0.364 3.346 -2.845
H -1.726 2.616 -2.069
H -1.470 0.631 -4.400
H -2.879 0.859 -3.324
H -1.082 -0.295 -1.544
H -2.212 -1.167 -2.522
H -0.299 -2.335 -2.817
H 1.630 -1.275 -2.048
H 1.536 0.516 -4.485
H 2.938 0.209 -3.542
H 1.366 1.208 -1.490
H 2.336 2.178 -2.607
H 0.800 -2.405 2.040
H 1.268 -2.042 0.345
H -0.237 -2.956 0.676
C -2.234 3.300 2.345
Si -1.702 1.575 1.999
C -1.386 0.273 3.345
C -2.923 0.553 0.931
C -0.030 1.425 0.960
Si 1.668 1.584 1.783
C 2.197 0.139 2.838
C 3.057 1.899 0.547
C 1.573 3.125 2.870
H -3.092 3.275 3.041
H -2.534 3.785 1.400
H -1.375 3.822 2.793
H -2.351 0.158 3.853
H -1.126 -0.771 2.954
H -0.596 0.614 4.015
H -3.277 1.223 0.130
H -2.560 -0.397 0.458
H -3.710 0.287 1.650
H -0.111 1.931 -0.030
H 2.334 -0.768 2.235
H 3.166 0.398 3.295
H 1.489 -0.071 3.648
H 2.766 2.613 -0.237
H 3.910 2.335 1.089
H 3.408 0.968 0.082
H 1.238 3.997 2.291
H 0.904 2.977 3.728
H 2.584 3.332 3.251
*
```



[6]
Entry from the OMol25 dataset: a 5-piece molecular cluster, C41H58BrFN3O8 overall in a non-equilibrium geometry (wB97M-V/def2-TZVPD).

Properties
E_HOMO ... -11.24 eV
Orbital gap ... 8.9315 eV
Calculated total energy ... -137064.55481 eV

The geometry in ORCA input format:
```
! RIJCOSX wB97M-V def2-TZVPD def2/J DEFGRID3
* xyz 1 1
C -0.818 -0.072 1.200
C -2.336 -0.201 0.944
Br -3.142 1.567 0.670
C -2.744 -1.283 -0.064
C -2.426 -1.143 -1.563
C -3.407 -0.244 -2.363
C -4.873 -0.653 -2.296
C -5.705 -0.387 -1.216
C -7.044 -0.743 -1.208
C -7.602 -1.390 -2.299
C -6.787 -1.656 -3.390
C -5.451 -1.292 -3.393
C -2.589 -2.594 -2.108
C -2.241 -2.766 -3.582
N -1.171 -1.801 -3.942
C -0.411 -1.528 -2.846
N 0.806 -1.943 -2.671
C 1.630 -2.769 -3.543
C 1.954 -4.104 -2.860
C 0.833 -5.150 -3.007
C -0.046 -5.348 -1.787
C 0.393 -5.089 -0.497
C -0.432 -5.253 0.607
C -1.729 -5.712 0.434
C -2.189 -5.991 -0.844
C -1.353 -5.812 -1.935
N -0.979 -0.788 -1.799
C -0.732 0.639 -2.015
C 0.704 1.013 -1.629
F -0.904 1.002 -3.349
H -0.632 -0.167 2.270
H -0.287 -0.885 0.711
H -0.429 0.901 0.913
H -2.754 -0.517 1.897
H -3.804 -1.499 0.066
H -2.223 -2.181 0.286
H -3.140 -0.231 -3.419
H -3.358 0.799 -2.048
H -5.328 0.131 -0.343
H -7.676 -0.501 -0.363
H -8.640 -1.688 -2.341
H -7.200 -2.142 -4.267
H -4.892 -1.503 -4.297
H -3.612 -2.933 -1.948
H -1.975 -3.251 -1.483
H -1.826 -3.774 -3.690
H -3.084 -2.715 -4.264
H -0.658 -2.021 -4.785
H 1.235 -1.659 -1.796
H 1.211 -2.959 -4.527
H 2.575 -2.245 -3.702
H 2.838 -4.489 -3.374
H 2.264 -3.929 -1.832
H 1.280 -6.117 -3.255
H 0.222 -4.896 -3.878
H 1.405 -4.758 -0.301
H -0.031 -5.013 1.576
H -2.379 -5.863 1.288
H -3.200 -6.342 -1.008
H -1.723 -6.054 -2.927
H -1.415 1.251 -1.433
H 0.767 2.050 -1.311
H 1.347 0.895 -2.505
H 1.088 0.373 -0.844
O 3.247 0.572 -0.018
C 3.126 1.604 0.586
O 1.932 2.065 1.040
C 2.113 3.382 1.619
C 3.584 3.462 1.986
C 4.226 2.591 0.914
H 1.826 4.125 0.872
H 1.457 3.479 2.480
H 3.963 4.477 2.019
H 3.746 3.014 2.967
H 4.463 3.160 0.013
H 5.112 2.075 1.270
O -1.810 7.861 1.832
C -2.480 7.124 1.176
O -1.946 6.221 0.312
C -2.989 5.548 -0.410
C -4.234 5.693 0.454
C -3.995 7.045 1.124
H -3.100 6.028 -1.385
H -2.699 4.510 -0.560
H -5.160 5.632 -0.115
H -4.252 4.907 1.212
H -4.365 7.875 0.521
H -4.414 7.099 2.125
O 3.542 -4.630 0.733
C 3.316 -4.598 1.909
O 2.068 -4.773 2.410
C 2.077 -4.566 3.838
C 3.520 -4.800 4.263
C 4.293 -4.329 3.033
H 1.742 -3.547 4.041
H 1.383 -5.265 4.299
H 3.784 -4.281 5.182
H 3.691 -5.866 4.418
H 4.498 -3.257 3.062
H 5.217 -4.877 2.876
O 6.546 4.466 2.596
C 6.436 5.497 3.196
O 5.243 5.956 3.644
C 5.402 7.263 4.232
C 6.872 7.348 4.616
C 7.531 6.486 3.540
H 5.123 8.011 3.487
H 4.734 7.349 5.084
H 7.244 8.369 4.660
H 7.026 6.893 5.596
H 7.772 7.060 2.644
H 8.416 5.968 3.897
*
```